1.
The following is a quantum chemistry calculation of a cluster of 5 separate species, C25H46N3O14 in total, from the Open Molecules 2025 dataset.

Results
total charge: +1
highest occupied orbital energy: -0.4498 Eh
gap between HOMO and LUMO: 9.384 eV
E_LUMO: -0.1049 Ha

Element x y z (Å)
C -2.17289 -1.66056 5.36194
N -2.46990 -1.05727 4.06430
C -2.86926 -2.01858 3.01501
C -3.36316 0.03462 4.19005
O -4.37483 0.04059 4.81127
C -2.89935 1.30090 3.46406
C -1.41653 1.30898 3.30206
N -0.47186 1.20966 4.21474
C 0.78165 1.21431 3.59573
C 0.55614 1.33818 2.26825
C 1.49061 1.38643 1.10262
C 0.97565 0.48648 -0.00410
O 0.51345 -0.58854 0.25442
N -0.82170 1.40503 2.10815
H -1.64120 -2.58773 5.19107
H -1.49096 -1.01795 5.91425
H -3.04553 -1.83336 5.98567
H -3.65023 -1.62242 2.37672
H -3.20705 -2.94905 3.45547
H -2.01288 -2.23606 2.38547
H -3.32662 1.30393 2.46930
H -3.19377 2.18283 4.01935
H -0.63147 1.10235 5.20246
H 1.73428 1.10767 4.06802
H 1.60132 2.40482 0.74499
H 2.45016 0.99329 1.41945
H 0.96193 0.81642 -1.05155
H -1.33408 1.48399 1.24741
C 2.24002 -4.08320 5.94589
C 2.87831 -2.71582 6.07483
O 2.17400 -1.89282 7.01977
C 2.40708 -2.18419 8.30558
O 3.15143 -3.03231 8.71212
O 1.67641 -1.35557 9.05041
C 1.78843 -1.58129 10.46256
H 1.17886 -3.97847 5.71161
H 2.72048 -4.66014 5.15635
H 2.31453 -4.65097 6.87134
H 2.81125 -2.18979 5.12297
H 3.93045 -2.78434 6.34715
H 2.82873 -1.56483 10.77644
H 1.33287 -2.53350 10.72676
H 1.24858 -0.77286 10.94562
C -0.58138 -0.32756 -3.58715
C 0.75924 0.23167 -4.02543
O 0.75608 0.57572 -5.41032
C 0.14063 1.72409 -5.70533
O -0.35457 2.47964 -4.90608
O 0.19515 1.89455 -7.01800
C -0.44419 3.08214 -7.50441
H -0.86497 -1.17228 -4.21464
H -0.53588 -0.66332 -2.54864
H -1.36595 0.42293 -3.67169
H 1.52742 -0.52932 -3.90291
H 1.04939 1.09828 -3.42718
H -0.06515 3.96383 -6.99374
H -1.52237 3.00901 -7.37869
H -0.20792 3.14257 -8.56161
C -8.17432 0.70561 -7.33753
C -7.45490 2.00455 -7.62930
O -6.62123 2.41392 -6.53126
C -5.46479 1.77077 -6.42062
O -5.03796 0.92795 -7.16555
O -4.81876 2.25976 -5.35689
C -3.56646 1.62701 -5.09733
H -8.73809 0.78414 -6.40711
H -8.86441 0.46859 -8.14649
H -7.47071 -0.11913 -7.23456
H -8.17180 2.81293 -7.75518
H -6.85898 1.93988 -8.53890
H -2.93142 1.63775 -5.97865
H -3.72585 0.59990 -4.76786
H -3.08531 2.19520 -4.30669
C 4.10208 -1.33577 -2.44735
C 4.65271 0.04352 -2.74096
O 5.39571 0.56618 -1.63086
C 6.63162 0.07456 -1.49340
O 7.16234 -0.71221 -2.22896
O 7.18177 0.64143 -0.42158
C 8.51104 0.18942 -0.13445
H 3.52027 -1.32268 -1.52240
H 3.45897 -1.67196 -3.26047
H 4.89863 -2.06654 -2.32097
H 3.83814 0.75142 -2.89231
H 5.26688 0.04921 -3.64028
H 9.15552 0.30274 -1.00215
H 8.49292 -0.85119 0.18424
H 8.87752 0.81225 0.67562

Cartesian forces, eV/Å:
C 0.203 -0.036 -0.025
N -0.067 -0.005 0.012
C 0.476 0.125 -0.019
C 0.210 0.008 -0.279
O -0.516 0.043 0.541
C 0.901 -0.200 0.271
C -0.629 0.044 -0.888
N 0.897 0.150 -0.038
C -0.503 -0.007 -0.616
C 0.034 -0.042 -0.140
C -0.446 0.114 0.029
C -0.237 -0.290 -0.122
O -0.230 -0.423 0.120
N 0.284 -0.032 0.932
H 0.023 -0.210 0.005
H 0.091 0.132 0.159
H -0.230 -0.147 -0.051
H -0.240 0.103 -0.010
H -0.285 -0.119 0.088
H 0.162 -0.108 -0.114
H -0.323 0.188 -0.172
H -0.421 0.138 -0.003
H -0.032 -0.048 0.108
H 0.009 -0.007 0.527
H 0.212 0.182 -0.039
H 0.328 0.105 -0.033
H 0.393 0.377 -0.049
H 0.019 -0.047 -0.186
C -0.156 -0.050 0.161
C 0.063 -0.348 -0.260
O -0.011 0.120 -0.115
C -0.004 0.132 0.025
O 0.020 -0.046 0.007
O -0.032 0.004 -0.020
C -0.050 0.048 0.188
H 0.025 -0.003 -0.114
H 0.010 0.049 -0.042
H 0.109 0.046 0.023
H -0.058 0.159 0.090
H -0.031 -0.001 0.148
H 0.029 -0.068 -0.044
H 0.075 -0.042 -0.009
H -0.037 0.033 -0.102
C -0.120 0.102 -0.046
C -0.155 -0.245 0.395
O 0.078 -0.014 -0.011
C 0.162 0.083 -0.088
O -0.051 -0.003 0.027
O -0.039 -0.015 0.007
C -0.028 0.113 -0.126
H 0.079 -0.065 0.046
H 0.043 -0.056 -0.019
H 0.047 0.068 0.036
H 0.067 0.023 -0.228
H -0.073 0.096 -0.107
H -0.023 -0.022 0.083
H -0.011 0.029 0.072
H 0.047 -0.107 0.003
C 0.121 -0.084 0.185
C -0.278 -0.087 -0.271
O -0.025 -0.012 0.097
C 0.079 0.276 -0.183
O -0.021 -0.124 0.047
O -0.012 -0.051 0.091
C 0.091 -0.028 0.169
H -0.067 0.048 -0.049
H -0.014 0.031 -0.014
H 0.033 0.010 -0.073
H 0.067 0.084 0.114
H 0.102 -0.059 0.069
H -0.025 -0.067 -0.068
H 0.017 -0.034 -0.100
H -0.081 0.095 -0.014
C 0.059 -0.070 0.199
C -0.241 -0.127 -0.256
O -0.101 0.021 0.105
C 0.124 0.237 -0.116
O -0.032 -0.111 0.036
O -0.048 -0.043 0.064
C 0.162 0.006 0.114
H -0.080 0.019 -0.051
H 0.011 0.013 -0.022
H 0.060 0.036 -0.082
H 0.053 0.089 0.077
H 0.111 -0.046 0.075
H -0.040 -0.054 -0.054
H 0.017 -0.027 -0.083
H -0.103 0.047 0.008

***

2.
The following is a quantum chemistry calculation of an isolated molecule of C5H7Cl3O, from the Open Molecules 2025 dataset.

Results
energy relative to the best compared isomer or geometry (same formula, charge and spin): 1.457 eV
SMILES: Cl/C=C(\Cl)COCCCl
highest occupied orbital energy: -0.3420 Eh
gap between HOMO and LUMO: 10.047 eV
E_LUMO: 0.0273 Ha

Element x y z (Å)
Cl 2.81919 2.25613 2.75453
C 1.46221 2.14298 1.75489
C 1.25175 1.07292 0.89032
Cl 2.31084 -0.28037 0.98491
C 0.05462 1.01958 -0.02003
O -0.92037 -0.05747 0.18870
C -0.53798 -1.38636 -0.28453
C -1.55022 -1.87515 -1.43644
Cl -1.76829 -0.37696 -2.54517
H 0.79182 2.94610 1.86787
H -0.52309 1.94615 0.01056
H 0.46332 0.84161 -1.06114
H -0.66699 -2.05031 0.56468
H 0.44465 -1.43058 -0.65486
H -1.13836 -2.72937 -2.01290
H -2.49310 -2.03890 -1.00139

Cartesian forces, eV/Å:
Cl 0.530 0.088 0.454
C -0.065 -3.206 -2.241
C -0.423 2.437 2.665
Cl 0.011 -0.011 -0.342
C 0.057 -1.794 -1.667
O 1.346 -0.247 0.116
C -2.741 0.653 -0.500
C 2.381 2.150 0.247
Cl 0.110 -1.469 0.352
H -0.798 0.743 -0.240
H 0.220 -0.132 0.071
H -0.473 0.568 0.855
H 0.181 -0.217 0.071
H 1.286 0.132 -0.388
H -0.425 0.702 0.325
H -1.196 -0.396 0.223

***

3.
The following is a quantum chemistry calculation of a cluster of 2 separate species, C3H6N2O3 in total, from the Open Molecules 2025 dataset.

Results
energy relative to the best compared isomer or geometry (same formula, charge and spin): 5.396 eV
SMILES: O=C1NN1O.CC=O
highest occupied orbital energy: -0.3494 Eh
gap between HOMO and LUMO: 10.166 eV
E_LUMO: 0.0242 Ha

Element x y z (Å)
O 2.17089 0.38122 -1.54675
C 1.86005 -0.52265 -0.85760
N 1.14354 -1.62926 -0.66156
N 2.07833 -1.16291 0.38234
O 1.44614 -0.46586 1.44502
H 0.12847 -1.62728 -0.52626
H 1.62429 -0.99792 2.23233
C -1.13382 1.34300 0.16289
C -1.95220 0.20848 -0.34204
O -1.59419 -0.93852 -0.41638
H -0.24521 0.99642 0.68558
H -0.82805 1.94654 -0.69275
H -1.73196 1.97645 0.81341
H -2.96628 0.49230 -0.67824

Cartesian forces, eV/Å:
O 0.032 0.628 -0.300
C -0.308 -0.174 0.218
N -0.551 -0.638 -0.975
N 1.271 -0.475 1.617
O -0.324 0.434 -0.339
H -0.070 0.297 0.163
H 0.157 -0.089 -0.330
C 0.338 -0.088 0.120
C -0.268 0.400 0.009
O -0.068 -0.321 -0.055
H -0.021 -0.003 -0.012
H -0.014 0.096 -0.085
H -0.099 0.076 0.026
H -0.074 -0.142 -0.057

***

4.
The following is a quantum chemistry calculation of the ion C6H10O with charge -1, from the Open Molecules 2025 dataset.

Results
energy relative to the best compared isomer or geometry (same formula, charge and spin): 0.643 eV
2S+1: 2
total charge: -1
highest occupied orbital energy (spin up / spin down): 0.0084 / -0.0729 Eh
gap between HOMO and LUMO (spin up / spin down): 4.175 / 6.118 eV
E_LUMO (spin up / spin down): 0.1618 / 0.1519 Ha

Element x y z (Å)
C -3.10492 0.42535 -0.48564
C -1.63708 0.36623 -0.11712
C -0.86965 -0.71438 -0.41424
C 0.55170 -0.85780 -0.25856
C 1.40461 0.07324 0.34675
O 1.35764 1.41705 -0.12226
C 2.76471 -0.32079 0.79610
H -3.63734 -0.47301 -0.16288
H -3.22302 0.53473 -1.56827
H -3.57615 1.30589 -0.02838
H -1.14436 1.22833 0.31485
H -1.32926 -1.52898 -0.98045
H 0.84599 -1.90525 -0.21795
H 2.21594 1.81511 0.07743
H 2.70290 -1.24247 1.37571
H 3.48759 -0.55661 -0.01656
H 3.19068 0.43335 1.46145

Cartesian forces, eV/Å:
C 0.584 0.455 0.214
C -0.242 -0.164 0.045
C 0.728 0.362 -0.855
C -0.752 -0.199 0.698
C 0.123 -0.157 -0.443
O 0.078 0.292 0.066
C 0.080 -0.561 0.216
H -0.154 0.012 -0.049
H -0.242 -0.057 -0.156
H -0.082 -0.234 -0.017
H -0.196 0.110 0.027
H -0.204 -0.128 0.304
H 0.367 -0.017 0.034
H -0.287 -0.096 -0.005
H -0.018 -0.001 0.105
H 0.017 0.352 -0.136
H 0.201 0.029 -0.047